# 1
DFT (the ωB97M-V functional and the def2-TZVPD basis) results for C28H43Cl2N2PPd as an isolated structure in a non-equilibrium geometry.

Element x y z (Å)
C: -0.76 2.73 5.66
C: -0.94 -2.34 0.73
H: 0.02 -2.11 2.66
C: 1.53 -1.46 -0.67
H: 4.18 -0.76 -0.94
H: -2.99 -1.67 0.36
H: -1.30 0.72 4.76
H: -3.09 0.94 -4.57
H: 0.13 0.95 -2.53
C: -2.23 0.58 -4.01
H: -2.17 -0.17 -0.87
H: -4.03 -2.99 2.19
H: -1.39 0.54 -4.71
C: 2.16 -0.43 -1.60
C: -2.51 -0.83 -3.49
H: -0.16 -4.46 3.37
H: -1.27 5.60 -0.63
C: -0.02 3.75 5.09
H: 4.77 -2.52 -2.53
P: -0.13 -0.90 -0.07
C: 0.83 5.87 -1.08
C: -0.11 -2.89 1.90
C: -0.81 1.04 -1.97
H: 3.30 -2.25 -3.46
C: 1.19 3.34 0.06
C: 2.32 4.07 -0.45
H: 0.92 -3.14 1.57
H: -0.61 1.74 -1.14
H: 1.08 -3.60 -0.61
C: -0.27 5.17 -0.57
C: 2.12 5.31 -1.00
H: -1.68 -2.33 -2.14
H: 2.37 1.61 0.66
H: 0.91 3.79 3.16
C: 3.62 -0.82 -1.88
H: 3.32 3.62 -0.36
N: -0.16 2.09 3.61
C: -2.21 -3.92 2.93
C: -1.90 1.58 -2.89
H: 2.98 5.88 -1.38
C: -0.10 3.92 0.01
Cl: -2.26 1.37 1.33
H: -3.20 -4.02 1.02
Cl: 1.94 -0.17 2.59
H: 0.69 6.86 -1.53
H: -0.72 -4.95 1.77
C: 2.98 -3.27 -1.59
H: -2.35 -1.21 1.92
H: 2.98 -4.24 -2.09
H: -0.94 3.37 0.45
H: 2.09 -1.44 0.29
H: -2.24 -3.28 3.81
C: -0.76 -4.14 2.51
C: -3.04 -3.28 1.81
H: 0.94 -2.86 -2.21
N: 0.33 3.33 3.85
H: -2.62 -1.53 -4.32
H: -3.46 -0.83 -2.94
C: 3.72 -2.24 -2.45
C: -1.42 -1.34 -2.54
H: -2.80 1.76 -2.29
H: 4.05 -0.10 -2.58
Pd: 0.10 1.15 1.81
H: 2.10 0.58 -1.16
C: -1.23 -0.32 -1.43
H: 1.61 -0.41 -2.55
H: 0.28 4.72 5.46
C: -2.37 -2.04 1.20
H: -1.58 2.54 -3.31
C: -0.83 1.69 4.71
H: -0.96 -3.05 -0.12
H: 3.52 -3.39 -0.64
H: -1.20 2.71 6.64
C: 1.34 2.02 0.55
H: -0.47 -1.46 -3.10
C: 1.54 -2.86 -1.28
H: -2.66 -4.87 3.21

As for the charge: 0. The HOMO energy (spin up / spin down) comes out at -6.672 / -8.401 eV. As for the expectation value of S²: 6.05. For the total energy, the calculation gives -70525.6810 eV. Its spin multiplicity is 5.

***

# 2
DFT (the ωB97M-V functional and the def2-TZVPD basis) results for C28H43MnN4O6SbSi3 as an isolated structure.

Element x y z (Å)
H: -1.14 1.37 3.67
H: -5.22 3.69 1.07
H: 2.03 -3.11 -2.45
O: -0.33 -0.78 2.06
H: 6.83 -0.54 -1.89
C: -3.44 2.99 2.01
H: 1.08 2.52 -4.44
H: 0.08 2.94 -3.05
C: -4.47 0.45 1.65
H: 3.17 3.78 -0.20
H: 4.50 1.41 1.11
C: 2.55 -2.68 -3.31
H: 4.94 3.03 -2.64
C: 2.99 -0.58 6.35
N: -0.96 -0.78 -0.62
H: 2.36 -3.31 -4.18
H: -1.19 3.00 3.25
C: 2.15 -0.77 5.26
H: -4.86 -0.55 1.51
C: 0.16 -2.88 -0.44
H: 3.82 -1.61 0.99
H: 4.21 2.52 -4.16
H: 5.87 0.59 -2.85
H: 4.68 0.48 7.14
H: -3.04 3.99 2.17
C: 5.23 1.26 0.31
H: 2.83 -1.17 7.25
H: -4.12 -2.10 -2.31
Sb: 2.29 0.45 -1.55
C: 3.39 0.90 4.04
C: -4.67 2.82 1.40
C: -3.22 -1.72 -1.83
H: -2.66 -0.25 2.57
H: 5.52 -1.14 -2.91
H: 5.03 1.79 5.08
H: 0.04 -1.39 -5.09
C: 4.52 -1.73 0.16
N: 0.36 -0.69 3.14
H: 2.33 5.00 -1.18
H: 3.63 -2.73 -3.10
Mn: 0.63 -0.24 0.43
C: -1.91 0.07 -0.99
H: -2.04 3.25 -0.70
Si: 4.65 -0.14 -0.80
H: 5.33 2.20 -0.25
H: -6.16 1.42 0.73
Si: 2.02 -0.93 -3.67
O: 1.95 0.25 1.81
H: 4.14 -2.54 -0.46
H: 2.73 0.79 -5.33
C: 3.05 -0.22 -5.08
H: -3.83 0.36 -1.91
C: -1.53 1.45 -0.63
C: -2.70 1.89 2.46
C: 4.02 0.34 6.29
Si: 2.48 2.83 -2.40
H: 4.11 -0.19 -4.82
O: 0.17 -4.08 -0.62
C: -2.22 -2.60 -1.44
H: 6.20 1.02 0.76
O: 1.10 -2.13 0.00
N: -1.44 2.06 3.00
H: 4.11 4.21 -3.65
C: 5.82 -0.32 -2.25
C: -3.23 0.61 2.26
C: 4.08 3.17 -3.30
H: -2.27 -3.67 -1.60
C: -1.08 -2.08 -0.84
C: -5.19 1.55 1.21
H: 1.02 4.19 -3.87
C: 2.33 3.94 -0.89
O: -0.51 1.67 0.00
C: 2.36 -0.02 4.12
H: 1.41 3.73 -0.35
C: 1.03 3.15 -3.55
N: 1.51 -0.18 2.98
H: 1.35 -1.49 5.29
H: 2.93 -0.84 -5.97
C: 4.22 1.08 5.13
H: 3.53 1.47 3.13
O: -2.34 2.40 -1.07
C: 0.21 -0.86 -4.15
C: -3.07 -0.36 -1.62
H: 5.50 -2.02 0.55
H: -0.13 0.17 -4.27
H: -0.42 -1.34 -3.39

As for the charge: 0. The HOMO energy (spin up / spin down) comes out at -7.832 / -7.260 eV. As for the expectation value of S²: 0.81. For the total energy, the calculation gives -109472.5374 eV. For the energy above the lowest of the compared OMol25 structures with the same formula, charge and spin, the calculation gives 12.0 kJ/mol. Its spin multiplicity is 2.

***

# 3
DFT (the ωB97M-V functional and the def2-TZVPD basis) results for C28H44AlCl3N4O3SeSi as an isolated structure in a non-equilibrium geometry.

Element x y z (Å)
C: -0.47 1.25 7.78
H: 1.12 -5.51 2.07
H: -2.49 0.87 8.46
H: 2.68 -0.64 4.09
H: -3.20 -0.20 6.25
C: 3.24 -3.12 -1.66
O: 0.45 1.63 0.86
H: 4.04 -3.15 -2.41
H: -0.35 5.75 0.76
C: 0.16 -5.24 1.60
C: 2.18 0.32 4.25
H: -1.02 -6.64 2.75
H: 3.08 -1.64 0.46
H: -1.38 4.91 -3.28
C: -1.05 -3.77 0.13
Si: -0.36 4.72 -5.53
C: -2.26 -4.31 0.58
N: 0.77 0.10 4.48
H: -1.98 6.30 -6.59
O: -0.09 -1.71 -0.61
H: -2.49 4.12 -4.43
H: 1.68 5.49 -4.35
C: -1.44 4.19 -4.10
H: -0.20 -5.00 -1.78
N: -0.09 3.77 1.45
H: 2.05 5.02 -6.03
H: -3.19 -5.86 1.75
Se: 0.64 -1.79 2.38
H: 1.51 -1.75 -3.29
H: -0.58 -4.22 -4.75
C: 2.60 -1.15 -0.40
H: 2.34 0.94 3.35
O: 1.93 -0.09 -0.23
C: -0.93 4.94 1.21
C: -1.29 0.18 5.37
C: -0.93 6.35 -6.28
N: 2.72 -1.77 -1.57
H: 1.52 1.42 6.83
H: 3.64 -3.42 -0.68
C: -1.42 -2.12 -3.34
H: -1.00 -1.12 -3.11
H: -0.83 7.16 -5.54
C: -2.21 0.21 6.41
H: -1.74 4.65 0.54
H: 2.59 0.82 5.12
C: -0.01 -0.71 3.69
Cl: -0.25 1.09 -2.13
H: -1.11 -2.41 -4.35
C: 0.16 -4.28 0.58
C: -1.03 -5.83 2.01
C: 2.32 -1.16 -2.84
Cl: -2.05 0.05 0.75
C: -1.09 -2.63 -0.88
H: 1.69 4.79 1.91
H: 1.80 3.76 -4.79
C: -0.35 -4.93 -3.95
H: 1.08 -3.89 0.15
C: 1.47 4.75 -5.14
H: -2.08 -2.15 -0.78
H: 1.98 -0.14 -2.68
Cl: -0.61 3.25 -6.97
H: -1.35 5.30 2.16
H: -0.16 1.67 8.74
C: -0.49 -4.34 -2.59
H: 0.71 4.32 3.30
C: -0.98 -3.12 -2.33
H: 1.65 3.07 2.42
H: -2.52 -2.01 -3.36
C: -0.31 2.64 0.81
H: -1.00 -5.80 -4.06
H: -0.32 6.61 -7.16
H: -1.13 3.20 -3.72
H: 3.18 -1.20 -3.52
C: -2.25 -5.39 1.47
C: 1.07 3.99 2.32
C: 0.02 0.64 5.53
H: -2.08 -1.05 3.79
N: -1.28 -0.59 4.21
H: -1.23 2.59 0.20
H: -3.19 -3.89 0.19
Al: 0.01 0.07 -0.20
H: 2.46 -3.83 -1.97
C: 0.47 1.15 6.75
H: 0.68 -5.29 -4.10
C: -1.79 0.79 7.62

As for the charge: 0. The HOMO energy comes out at -7.216 eV. For the total energy, the calculation gives -159250.7262 eV. Its spin multiplicity is 1.

***

# 4
DFT (the ωB97M-V functional and the def2-TZVPD basis) results for C28H44BBrN4O2SSiV as an isolated structure in a non-equilibrium geometry.

Element x y z (Å)
H: -6.54 1.44 -2.05
C: 3.47 1.61 3.97
C: 4.51 0.74 4.28
H: -0.48 -4.18 -1.89
S: -2.40 1.40 -0.49
H: 1.69 -3.42 1.06
C: 0.66 5.40 2.47
C: -3.13 2.30 4.36
C: 3.32 -1.16 3.37
H: -2.11 -1.12 -1.79
H: 5.40 1.14 4.75
H: 3.25 -2.22 3.14
C: -0.60 -2.43 0.19
H: -1.32 4.40 5.04
H: 0.31 6.18 4.45
H: 1.27 -4.39 -1.97
H: -1.91 -2.76 -2.43
C: 0.44 -4.11 -1.32
H: -3.99 1.74 4.02
C: 2.64 -1.28 -2.84
H: -1.52 0.12 -4.66
H: -2.71 -1.53 -3.40
H: -1.52 -2.78 -0.28
H: 3.13 -3.40 -2.61
H: 3.84 -1.56 -1.02
H: -0.12 -3.28 -4.12
C: -0.57 -1.29 -3.33
C: 4.44 -0.61 3.98
C: 2.38 1.06 3.35
C: -1.14 3.43 3.14
N: -0.54 3.43 1.92
H: 1.35 6.17 2.18
C: 2.30 -0.30 3.06
H: 2.32 0.73 -3.63
C: 3.03 -2.66 -3.41
C: -2.14 2.39 3.25
H: -6.97 1.19 -0.35
H: -4.40 0.28 -1.74
N: -2.16 1.63 2.19
H: -1.19 -2.30 -5.13
H: 4.68 -0.78 -2.36
H: -0.50 -2.96 1.14
C: 3.72 -0.85 -1.84
C: 0.63 -2.72 -0.69
C: -1.90 -1.70 -2.68
C: -3.48 0.70 0.70
B: 0.45 0.66 2.28
H: 2.74 -3.18 -0.33
C: -6.14 1.33 -1.04
H: -3.44 3.30 4.68
H: -5.62 2.25 -0.77
C: 1.88 -2.77 0.20
H: -5.16 -0.29 1.07
C: -0.31 -2.27 -4.49
H: 2.03 -0.56 -4.82
V: -0.66 1.76 0.97
O: 1.10 -0.55 2.42
N: -4.55 -0.01 0.31
H: 0.39 -4.85 -0.52
C: 0.33 4.39 1.60
H: 3.67 -0.14 -4.36
C: 0.07 5.40 3.73
H: 5.28 -1.25 4.23
H: 2.30 -3.03 -4.13
H: 0.53 -1.96 -5.11
H: 2.15 -1.78 0.58
H: 0.75 4.35 0.60
C: -0.72 0.13 -3.91
H: 3.50 0.13 -1.41
N: -3.23 0.84 1.98
H: -5.71 -0.78 -1.21
H: -0.73 -1.37 0.42
H: -2.69 1.79 5.21
H: -0.99 0.85 -3.15
H: 0.19 0.46 -4.40
C: 2.65 -0.25 -3.98
H: 3.99 -2.59 -3.92
C: -0.84 4.41 4.07
Br: 0.91 0.79 -0.82
Si: 0.88 -1.41 -2.07
C: -5.18 0.14 -1.00
O: 1.23 1.67 2.89
H: 3.52 2.67 4.21

As for the charge: +1. The HOMO energy (spin up / spin down) comes out at -10.681 / -10.816 eV. As for the expectation value of S²: 2.04. For the total energy, the calculation gives -154923.3002 eV. Its spin multiplicity is 3.

***

# 5
DFT (the ωB97M-V functional and the def2-TZVPD basis) results for C28H44BrIO15Si2 as an isolated structure in a non-equilibrium geometry.

Element x y z (Å)
C: -0.65 -2.16 4.29
Si: -1.01 -0.40 0.67
C: -7.11 -1.38 -4.67
C: -1.17 -0.75 4.79
C: 9.90 2.40 -1.94
O: 10.89 1.99 -1.00
H: -4.66 3.25 3.87
C: 4.52 1.08 -2.32
H: 1.30 -3.20 4.22
O: -5.49 3.65 -4.48
H: 8.09 2.04 -0.80
O: 1.55 2.66 -0.60
C: 10.55 0.74 -0.58
C: -8.29 -2.25 -4.33
I: 4.89 3.00 -1.38
H: 0.91 -1.35 2.12
H: -2.08 -2.33 2.61
H: 1.38 -1.36 4.37
C: -3.27 -0.48 -1.19
O: -7.66 3.23 -4.93
H: 6.32 -1.74 4.47
C: -3.99 2.56 3.30
H: -0.92 0.10 4.11
H: -8.93 -1.81 -3.57
H: -5.13 0.71 3.75
O: -7.67 -3.42 -3.80
H: -3.62 -0.86 2.43
O: 4.42 -2.30 3.84
C: -3.33 0.21 2.45
H: -2.28 -0.86 4.95
H: 5.81 -0.10 2.80
H: -1.22 -2.93 4.90
H: -0.80 -3.59 2.63
C: 3.76 -1.99 2.69
Si: 1.39 1.12 0.16
H: 3.15 -0.60 -2.46
H: -4.16 -0.21 -0.55
H: -3.52 3.11 -4.10
C: 8.71 1.56 -1.56
H: -2.85 -2.05 0.29
C: -6.61 2.88 -4.51
H: -1.08 2.62 1.29
C: 3.15 0.41 -1.95
O: -2.66 0.68 -1.79
C: -6.44 -3.06 -3.34
Br: 1.46 1.53 2.38
H: 5.40 0.43 -2.10
C: -4.22 1.10 3.22
H: 4.49 1.27 -3.43
O: -6.37 1.64 -3.98
C: 2.94 0.13 -0.40
H: 8.09 1.32 -2.42
H: 10.26 2.19 -2.95
O: 4.59 -1.41 1.79
C: -1.96 2.20 1.83
C: -0.07 -1.72 1.68
H: -8.89 -2.49 -5.21
O: 11.25 0.04 0.08
H: -4.53 1.02 -4.66
C: -2.15 0.73 1.71
O: 2.60 -2.19 2.51
H: -1.65 -2.08 -1.09
C: -2.83 3.08 2.59
O: -5.74 -3.76 -2.69
O: -6.13 -1.79 -3.72
H: 9.70 3.47 -1.85
H: 2.30 0.97 -2.43
C: -2.25 -1.41 -0.42
H: 6.25 -3.08 3.31
H: -2.95 1.47 -1.30
C: 5.82 -1.13 2.45
C: -4.96 1.53 -3.80
H: -6.73 -1.56 -5.67
H: 0.94 -2.30 5.83
C: 0.87 -2.30 4.71
C: 5.82 -2.12 3.59
H: 0.86 2.67 -1.30
O: 9.31 0.39 -1.01
H: 0.22 -2.51 0.93
H: 3.82 0.61 0.13
H: -2.63 4.17 2.62
H: -7.33 -0.32 -4.55
H: -4.73 0.95 -2.90
H: -4.56 3.34 -2.67
C: -0.98 -2.48 2.76
H: -3.69 -1.09 -2.04
O: -0.04 0.47 -0.45
H: 6.67 -1.27 1.78
H: 2.87 -0.95 -0.14
H: -0.75 -0.58 5.82
C: -4.52 2.96 -3.70

As for the charge: 0. The HOMO energy comes out at -9.006 eV. For the total energy, the calculation gives -154364.8836 eV. Its spin multiplicity is 1.